4 unconnected molecules or ions with the total composition C10H26N2O4S2, computed with the ωB97M-V functional and the def2-TZVPD basis.

Geometry as XYZ:
```
44
Properties=species:S:1:pos:R:3:lowdin_charge:R:1
C -1.05726 -6.48611 1.24293 -0.002
C -1.02617 -5.01646 1.07314 -0.586
O -0.34521 -4.53209 0.16741 0.014
N -1.79040 -4.31678 1.84909 0.002
C -2.03232 -2.92088 1.75258 -0.056
H -0.15502 -6.99332 1.58472 0.090
H -1.17125 -6.97912 0.27751 0.090
H -1.90390 -6.80450 1.85114 0.076
H -2.35988 -4.83522 2.50255 0.143
H -3.10416 -2.72376 1.73210 0.089
H -1.57987 -2.69106 0.78792 0.085
H -1.65163 -2.34219 2.59418 0.087
C 1.61710 4.61559 2.01781 -0.015
C 0.12487 4.65262 1.86173 -0.547
O -0.62152 4.08620 2.67943 0.027
N -0.22520 5.29754 0.72102 -0.015
C -1.60734 5.62306 0.49816 -0.077
H 1.99890 3.64904 1.68901 0.078
H 1.87989 4.94387 3.02343 0.090
H 2.13439 5.33649 1.38471 0.070
H 0.50292 5.28737 0.02114 0.133
H -1.60126 5.71027 -0.58833 0.081
H -1.91550 6.59722 0.87784 0.087
H -2.29882 4.81451 0.73521 0.089
C -0.06472 1.19217 -4.90627 -0.259
S -0.93997 1.69262 -3.34807 0.866
O -2.34722 0.94384 -3.45985 -0.606
C 0.03554 0.70518 -2.12492 -0.277
H -0.22956 1.93388 -5.68781 0.036
H -0.53573 0.32962 -5.37771 0.056
H 1.01707 1.19986 -4.77294 0.045
H 1.10752 0.81736 -2.28735 0.026
H -0.20334 -0.34931 -2.26306 0.047
H -0.21206 1.07842 -1.13119 0.043
C 1.76634 -0.32386 1.15934 -0.236
S 2.77704 -0.87525 -0.33407 0.836
O 4.27431 -0.98975 0.13383 -0.582
C 1.84773 -2.41798 -0.60663 -0.274
H 1.81459 0.74827 1.34992 0.032
H 2.37743 -0.78045 1.93792 0.040
H 0.77350 -0.70374 1.40031 0.043
H 2.38778 -3.16442 -1.18910 0.060
H 0.96206 -2.14028 -1.17808 0.035
H 1.58037 -2.86848 0.34923 0.036
```

Results
Spin multiplicity: 1
Net charge: 0
Max |F|, eV/A: 3.868



2 unconnected molecules or ions with the total composition C2H7N, computed with the ωB97M-V functional and the def2-TZVPD basis.

Geometry as XYZ:
```
10
Properties=species:S:1:pos:R:3:lowdin_charge:R:1
C 1.52917 -0.54738 0.27158 -0.081
C 1.81621 0.61932 -0.32635 -0.083
H -3.29145 0.25844 -0.42944 0.041
H -2.67852 -0.25500 0.96300 -0.003
H -1.59204 0.03539 -0.20211 -0.063
H 2.06873 -0.86122 1.15010 0.039
H 0.77699 -1.21571 -0.10297 0.035
H 2.44775 1.39215 0.05556 0.029
H 1.40081 0.84815 -1.35829 0.066
N -2.47764 -0.27415 -0.02108 0.021
```

Results
Spin multiplicity: 1
Net charge: 0
SMILES string: C=C.N
Max |F|, eV/A: 4.645



In the order shown, the computed LUMO values come out to 0.276; 1.175 eV.
In the order shown, the computed electronic energy values come out to -1603.35526; -135.10575 Eh.